Record 1
Formula: C52H39BBrCl2F8NO4P2SbZr
Source: OMol25
Level of theory: ωB97M-V/def2-TZVPD

* calculated total energy: -208138.007 eV
* lowest unoccupied orbital energy: -2.8 eV
* Kohn-Sham gap: 0.260 hartree
* net charge: +1
* HOMO: -9.9 eV
* energy relative to the best compared isomer or geometry (same formula, charge and spin): 0.00 kJ/mol

Cartesian coordinates (Å):
Zr -0.37176 0.46293 -0.37685
N -1.13615 2.27464 2.10292
P 0.08549 1.10132 2.30221
C -0.45430 0.33386 3.86073
C 0.43804 0.05135 4.89348
C -0.01668 -0.55207 6.05930
C -1.35595 -0.88242 6.20080
C -2.24709 -0.62287 5.16756
C -1.79839 -0.02803 3.99859
C 1.56338 2.01872 2.79367
C 2.79267 1.36118 2.76064
C 3.94884 2.01219 3.16973
C 3.87992 3.32916 3.60517
C 2.65800 3.98851 3.63038
C 1.50286 3.33570 3.22914
P -1.64637 2.74758 0.54508
C -3.40861 3.03732 0.80537
C -4.10348 2.49418 1.88132
C -5.47588 2.68502 1.98554
C -6.15684 3.39903 1.01071
C -5.46756 3.93861 -0.06864
C -4.09844 3.75811 -0.17273
C -1.00984 4.42622 0.32574
C -0.35382 4.80368 -0.84100
C 0.16809 6.08494 -0.96926
C 0.03192 6.99076 0.06965
C -0.64864 6.62823 1.22919
C -1.17667 5.35545 1.35284
H -1.32503 2.89815 2.88066
H 1.48503 0.30796 4.80050
H 0.68282 -0.76228 6.85830
H -1.70532 -1.34992 7.11269
H -3.29165 -0.88996 5.26982
H -2.49136 0.15640 3.18897
H 2.84913 0.33166 2.42584
H 4.89875 1.49116 3.15155
H 4.77991 3.84553 3.91519
H 2.60459 5.01885 3.95827
H 0.56496 3.87715 3.23352
H -3.57669 1.92754 2.63721
H -6.01262 2.26906 2.82869
H -7.22832 3.53381 1.08952
H -5.99811 4.49942 -0.82757
H -3.55916 4.18918 -1.01029
H -0.23411 4.09648 -1.65373
H 0.68989 6.36711 -1.87579
H 0.45565 7.98307 -0.01829
H -0.77507 7.34476 2.03135
H -1.73172 5.09079 2.24852
F 3.31218 1.16213 -1.84526
C 2.89793 2.44508 -1.81900
F 3.95256 3.22998 -1.89534
F 2.12610 2.64308 -2.90862
C 2.07437 2.73227 -0.55693
O 2.37281 3.63978 0.15166
O 1.04347 1.90657 -0.40834
Cl 2.03459 -1.05083 0.02737
C 3.78638 -1.46470 -0.01906
Cl 4.36207 -1.94003 1.55865
H 4.31687 -0.58514 -0.35690
H 3.87314 -2.29506 -0.70480
Br -5.94386 -4.83157 1.78047
C -4.63196 -4.14055 0.61145
C -4.17929 -5.02946 -0.46205
C -3.06870 -4.72448 -1.13669
C -2.35634 -3.46731 -0.85230
C -3.11843 -2.34340 -0.15182
C -4.14359 -2.92366 0.79968
C -1.06982 -3.44823 -1.16217
O 0.03757 -3.46739 -1.49388
O -0.80843 -1.31629 0.36685
H -4.71710 -5.94757 -0.65220
H -2.65702 -5.40677 -1.87320
H -3.66876 -1.77322 -0.92103
H -4.51350 -2.29906 1.60535
F -1.93741 0.35609 -1.51117
B -2.16434 -1.28581 0.45307
F -2.63182 -0.09623 0.94647
F -3.93343 -4.00744 -5.77118
C -2.99672 -3.23693 -5.20162
C -3.30072 -1.92344 -4.91060
C -2.32379 -1.12893 -4.32710
C -1.05810 -1.64399 -4.04638
C -0.79261 -2.98052 -4.34291
C -1.76041 -3.78568 -4.92638
Sb 0.35824 -0.33624 -3.12607
C -0.33264 1.31212 -4.28898
C -0.14234 1.30767 -5.67012
C -0.62166 2.34235 -6.45876
C -1.30093 3.37840 -5.84782
F -1.75175 4.38986 -6.60174
C -1.53643 3.40570 -4.48932
C -1.04199 2.36396 -3.71471
C 2.13032 -0.77895 -4.17690
C 2.83146 0.21503 -4.85994
C 4.00599 -0.09056 -5.53356
C 4.45677 -1.39548 -5.52040
F 5.58212 -1.69461 -6.18093
C 3.79843 -2.40080 -4.84153
C 2.63842 -2.07994 -4.14937
H -4.28265 -1.53305 -5.14574
H -2.56506 -0.10087 -4.09239
H 0.17151 -3.41679 -4.12729
H -1.56412 -4.82194 -5.17302
H 0.37870 0.48450 -6.14493
H -0.47588 2.35550 -7.53148
H -2.09272 4.22897 -4.05688
H -1.24362 2.38256 -2.65379
H 2.46558 1.23335 -4.88293
H 4.56949 0.66856 -6.06134
H 4.19135 -3.40896 -4.85985
H 2.13893 -2.85678 -3.58106



Record 2
Formula: C52H39ClN5O2PS2V
Source: OMol25
Level of theory: ωB97M-V/def2-TZVPD

* calculated total energy: -135263.838 eV
* lowest unoccupied orbital energy (alpha / beta): -5.5 / -6.1 eV
* Kohn-Sham gap (alpha / beta): 0.251 / 0.226 hartree
* net charge: +2
* HOMO (alpha / beta): -12.3 / -12.3 eV
* 2S+1: 4
* energy relative to the best compared isomer or geometry (same formula, charge and spin): 61.96 kJ/mol

Cartesian coordinates (Å):
V -0.08955 -0.45242 0.49731
S 0.06230 6.66246 1.08340
C 0.41070 7.37534 -0.42367
C 0.68530 6.44379 -1.37864
C 0.61613 5.12285 -0.87073
C 0.28779 5.08021 0.45822
C 0.14867 3.89067 1.30233
C -0.03906 2.64158 0.68693
N -0.13899 1.48875 1.33552
C -0.08225 1.52732 2.69750
C 0.03155 2.72279 3.40725
C 0.00653 2.69687 4.84478
C -0.13495 1.53412 5.50851
C -0.22377 0.28709 4.79804
C -0.37698 -0.94143 5.45408
C -0.43974 -2.10802 4.72670
C -0.28408 -1.99854 3.33517
N -0.15843 -0.86335 2.67411
C -0.15922 0.28586 3.40349
C -0.67910 -3.42111 5.33266
C -0.93749 -3.70317 6.64416
C -1.14603 -5.08622 6.88430
C -1.04579 -5.82823 5.74888
S -0.71097 -4.85946 4.38477
C 0.16436 3.91294 2.67854
H 0.38962 8.44786 -0.52827
H 0.93384 6.69165 -2.39908
H 0.83907 4.24801 -1.46641
H -0.14238 2.60074 -0.38394
H 0.09110 3.63429 5.37846
H -0.17587 1.51535 6.58967
H -0.45457 -0.95479 6.53391
H -0.28197 -2.90224 2.74212
H -0.97916 -2.95681 7.42438
H -1.35357 -5.50722 7.85606
H -1.14828 -6.89563 5.64048
H 0.28719 4.84616 3.21644
Cl 2.17329 -2.44654 1.10008
C -0.29148 -3.67383 0.52069
C 0.17657 -4.97059 0.68000
C -0.73607 -6.01491 0.74190
C -2.09561 -5.75825 0.65122
C -2.55960 -4.45276 0.53343
C -1.66712 -3.39062 0.48997
P -2.23286 -1.64481 0.47575
C -3.43978 -1.62931 -0.87698
C -2.98746 -1.99885 -2.14649
C -3.86738 -2.03658 -3.21333
C -5.20391 -1.70002 -3.02145
C -5.65477 -1.33118 -1.76414
C -4.77656 -1.29681 -0.68723
C -3.16753 -1.37044 2.00358
C -3.47522 -0.03867 2.29124
C -4.16202 0.28726 3.44974
C -4.52941 -0.71408 4.34044
C -4.21240 -2.03667 4.06751
C -3.53644 -2.36785 2.90015
H 1.24040 -5.16576 0.71556
H -0.38090 -7.03142 0.84205
H -2.80241 -6.57657 0.68036
H -3.62496 -4.26280 0.47638
H -1.94731 -2.27076 -2.29740
H -3.51702 -2.33415 -4.19261
H -5.89323 -1.73221 -3.85438
H -6.69498 -1.07591 -1.61383
H -5.14056 -1.01445 0.29235
H -3.17940 0.75039 1.60586
H -4.40782 1.31993 3.65925
H -5.06383 -0.46180 5.24659
H -4.49091 -2.81742 4.76290
H -3.28351 -3.40325 2.71499
O 0.55498 -1.89242 -0.81661
C 0.66067 -2.57923 0.20696
C 6.69486 2.31124 -8.51516
C 6.24687 2.26240 -7.08074
C 5.59639 1.15095 -6.56188
C 5.20892 1.09273 -5.22801
C 5.44268 2.17841 -4.39690
N 5.07664 2.16582 -3.01921
C 3.89083 1.82795 -2.45523
O 3.72055 1.78427 -1.24836
N 2.85988 1.56440 -3.35753
C 1.55286 1.29889 -2.98293
C 0.50582 1.54489 -3.87232
C -0.79672 1.29690 -3.48603
C -1.04819 0.80318 -2.21863
N -0.04905 0.53873 -1.37223
C 1.21724 0.77010 -1.74001
C 6.09472 3.29966 -4.89826
C 6.49734 3.33117 -6.22067
H 6.31046 1.46353 -9.07953
H 7.78351 2.29199 -8.58155
H 6.35460 3.22579 -9.00122
H 5.40935 0.29682 -7.20103
H 4.76225 0.18711 -4.83727
H 5.75041 2.49833 -2.34659
H 3.02540 1.79942 -4.32550
H 0.71603 1.94300 -4.85791
H -1.61997 1.49671 -4.15707
H -2.05446 0.61458 -1.87093
H 2.00091 0.56151 -1.02353
H 6.28401 4.14647 -4.25023
H 7.01049 4.20836 -6.59546



Record 3
Formula: C52H41N2O6RuS3
Source: OMol25
Level of theory: ωB97M-V/def2-TZVPD

* calculated total energy: -104936.842 eV
* lowest unoccupied orbital energy (alpha / beta): -2.4 / -5.1 eV
* Kohn-Sham gap (alpha / beta): 0.302 / 0.203 hartree
* net charge: +1
* HOMO (alpha / beta): -10.6 / -10.6 eV
* 2S+1: 5
* energy relative to the best compared isomer or geometry (same formula, charge and spin): 0.00 kJ/mol

Cartesian coordinates (Å):
Ru -0.41345 0.21109 0.71634
C -1.11233 5.92076 -6.10284
C -0.83147 4.84586 -5.08721
C 0.19442 3.92587 -5.29103
C 0.42861 2.90695 -4.37952
C -0.39178 2.79844 -3.26560
C -1.39848 3.71957 -3.01893
C -1.60694 4.73998 -3.93124
S -0.11809 1.39371 -2.20530
O -0.72275 1.78062 -0.84479
C -1.38471 0.34214 -2.93106
C -2.71941 0.55952 -2.54178
C -3.69737 -0.25161 -3.02952
C -3.37579 -1.34332 -3.87212
C -4.37562 -2.22725 -4.34662
C -4.04975 -3.29788 -5.12679
C -2.70113 -3.53798 -5.47129
C -1.71697 -2.69322 -5.04637
C -2.02627 -1.56585 -4.24202
C -1.01677 -0.66952 -3.77595
C 0.38150 -0.81314 -4.29223
C 0.60440 -0.46522 -5.67138
C -0.41447 0.11737 -6.47006
C -0.17525 0.45883 -7.77098
C 1.08929 0.23156 -8.35353
C 2.09370 -0.31354 -7.60830
C 1.88140 -0.66209 -6.25221
C 2.93612 -1.17444 -5.45701
C 2.73421 -1.43336 -4.14004
C 1.45424 -1.25679 -3.55902
S 1.50241 -1.61234 -1.78996
O 0.22191 -1.12244 -1.15872
C 1.37814 -3.38389 -1.86948
C 0.19382 -3.99347 -2.25596
C 0.16296 -5.37467 -2.34736
C 1.28884 -6.14695 -2.05665
C 1.24216 -7.64859 -2.15310
C 2.45804 -5.50463 -1.65244
C 2.50890 -4.12277 -1.55174
H -0.23699 6.12395 -6.71813
H -1.42649 6.84891 -5.62484
H -1.91993 5.60501 -6.76776
H 0.82713 4.01086 -6.16802
H 1.24152 2.20259 -4.53077
H -1.99774 3.64276 -2.11763
H -2.38524 5.47185 -3.74396
H -2.95026 1.37318 -1.86455
H -4.73474 -0.07630 -2.76465
H -5.40881 -2.04067 -4.07280
H -4.82109 -3.96898 -5.48339
H -2.44891 -4.39769 -6.07987
H -0.68600 -2.88516 -5.31575
H -1.38701 0.31025 -6.03608
H -0.96193 0.91240 -8.36184
H 1.26103 0.49839 -9.38874
H 3.07437 -0.48174 -8.03982
H 3.90827 -1.33484 -5.90914
H 3.54728 -1.78608 -3.51226
H -0.69270 -3.39739 -2.44114
H -0.75635 -5.86317 -2.65179
H 0.35196 -7.98404 -2.68304
H 1.22990 -8.09577 -1.15649
H 2.12114 -8.03359 -2.67217
H 3.33556 -6.09297 -1.40888
H 3.41711 -3.62158 -1.23066
C 4.26673 1.34272 0.40447
C 3.91476 0.05529 0.78338
C 2.57951 -0.27365 0.97902
C 1.57743 0.68103 0.79424
C 1.94418 1.98425 0.43854
C 3.28237 2.30968 0.24758
H 5.30779 1.59627 0.24293
H 4.68175 -0.69577 0.93473
H 2.32682 -1.28014 1.29402
H 1.19652 2.75716 0.31952
H 3.55381 3.32311 -0.02462
C -4.81052 -3.21241 -0.70204
N -4.23538 -1.98938 -0.14341
C -5.00314 -1.05103 0.47084
C -4.49083 0.06931 1.01733
C -3.07006 0.23387 0.94943
O -2.43057 1.19988 1.44698
N -2.32253 -0.70785 0.31916
C -2.84163 -1.84589 -0.24809
O -2.19323 -2.71189 -0.80211
H -5.89427 -3.12663 -0.69724
H -4.50873 -4.07784 -0.11554
H -4.45362 -3.35405 -1.71669
H -6.06411 -1.26279 0.50575
H -5.10601 0.80645 1.50898
O -0.54488 2.98081 7.81671
C -0.08221 1.72056 7.73846
O 0.33700 1.16382 8.70854
C -0.12333 1.04996 6.39165
C -0.14077 1.75441 5.18997
C -0.14526 1.07928 3.98680
C -0.15351 -0.32275 3.97321
S -0.22491 -1.25715 2.51048
C -0.12258 -1.02958 5.18505
C -0.09698 -0.34228 6.37905
H -0.91907 3.28486 6.98417
H -0.12297 2.83855 5.17457
H -0.14826 1.63166 3.06325
H -0.11802 -2.11272 5.17164
H -0.05642 -0.86627 7.32518



Record 4
Formula: C52H41NO6Si
Source: OMol25
Level of theory: ωB97M-V/def2-TZVPD

* calculated total energy: -76244.821 eV
* lowest unoccupied orbital energy: -1.1 eV
* Kohn-Sham gap: 0.272 hartree
* SMILES: O=C1c2ccccc2C(=O)c2ccccc21.O=C1c2ccccc2C(=O)c2ccccc21.O=C1c2ccccc2C(=O)c2ccccc21.CCCN[SiH2]Cc1ccccc1
* net charge: 0
* HOMO: -8.6 eV

Cartesian coordinates (Å):
O -4.19286 -3.76502 1.14448
C -3.85741 -3.77470 -0.02416
C -2.54239 -3.22687 -0.46401
C -1.67059 -2.71018 0.48595
C -0.43563 -2.21340 0.10527
C -0.06547 -2.22350 -1.23411
C -0.93370 -2.72567 -2.18847
C -2.17315 -3.22695 -1.81153
C -3.09627 -3.73875 -2.86332
O -2.79917 -3.69102 -4.03777
C -4.40062 -4.31022 -2.42044
C -5.26692 -4.82651 -3.37573
C -6.47694 -5.37538 -2.98667
C -6.82803 -5.41074 -1.64162
C -5.97184 -4.89144 -0.68580
C -4.75632 -4.33844 -1.07028
H -1.96462 -2.69664 1.52216
H 0.23681 -1.81005 0.85179
H 0.89592 -1.82922 -1.53666
H -0.65835 -2.72344 -3.23422
H -4.97994 -4.79333 -4.41755
H -7.14980 -5.77813 -3.73212
H -7.77260 -5.84373 -1.34013
H -6.23417 -4.90785 0.36284
O -0.68266 -4.10468 8.71258
C -0.42808 -3.28346 7.85841
C -1.09244 -3.32309 6.52434
C -2.03284 -4.31199 6.25545
C -2.67521 -4.34244 5.02734
C -2.39596 -3.37352 4.06809
C -1.45094 -2.39854 4.32964
C -0.78604 -2.37660 5.54721
C 0.25707 -1.34017 5.76875
O 0.58192 -0.59459 4.86606
C 0.89719 -1.27451 7.10971
C 1.84236 -0.28742 7.36088
C 2.43674 -0.20328 8.60832
C 2.09206 -1.10709 9.60745
C 1.15957 -2.10026 9.35843
C 0.55890 -2.19018 8.10936
H -2.25103 -5.04891 7.01605
H -3.40519 -5.11305 4.81803
H -2.91014 -3.38626 3.11624
H -1.21261 -1.64391 3.59126
H 2.10230 0.40713 6.57371
H 3.17036 0.56745 8.80403
H 2.55577 -1.03718 10.58252
H 0.88896 -2.81400 10.12411
O 1.34332 4.73750 -0.61203
C 1.78122 4.63254 0.51449
C 1.11761 3.76206 1.52421
C -0.01383 3.04612 1.15469
C -0.62870 2.20723 2.06865
C -0.11831 2.07710 3.35575
C 1.00216 2.79742 3.73194
C 1.62270 3.64348 2.82161
C 2.82359 4.41300 3.25311
O 3.24085 4.34370 4.38977
C 3.49906 5.27146 2.23701
C 4.63859 5.97727 2.60281
C 5.29208 6.76547 1.67110
C 4.81091 6.85232 0.36908
C 3.67253 6.15615 0.00066
C 3.01126 5.36538 0.93237
H -0.39738 3.15205 0.14915
H -1.50492 1.64305 1.77563
H -0.58511 1.40174 4.05721
H 1.41133 2.70308 4.72803
H 5.00189 5.89809 3.61800
H 6.17983 7.31378 1.95752
H 5.32606 7.46570 -0.35835
H 3.28417 6.21727 -1.00654
C -0.57872 3.75394 -6.03065
C -0.41661 2.65905 -7.08337
C 1.03118 2.47190 -7.51222
N 1.20365 1.32019 -8.41812
Si 2.46988 0.18610 -8.10488
C 2.25914 -0.88613 -6.56133
C 1.75735 -0.13894 -5.35549
C 0.41895 -0.21045 -4.96428
C -0.04718 0.50805 -3.86649
C 0.82017 1.30782 -3.13131
C 2.15786 1.38703 -3.51023
C 2.61885 0.67125 -4.61055
H 0.05015 3.54742 -5.16046
H -1.61090 3.79311 -5.67894
H -0.31202 4.73055 -6.43831
H -0.99736 2.92553 -7.97481
H -0.81202 1.71192 -6.70314
H 1.35349 3.38029 -8.03675
H 1.67023 2.38007 -6.62868
H 0.31351 0.89582 -8.64368
H 3.74588 0.93006 -8.00669
H 2.55961 -0.73294 -9.26508
H 3.24466 -1.30980 -6.33287
H 1.60525 -1.72807 -6.80067
H -0.27130 -0.83514 -5.52377
H -1.08816 0.44625 -3.56702
H 0.46224 1.85900 -2.26905
H 2.84058 2.00924 -2.94241
H 3.66430 0.75534 -4.89018